1.
{
  "formula": "C44H59NO18Si",
  "method": "wB97M-V/def2-TZVPD",
  "symbols": ["C", "Si", "C", "C", "O", "C", "C", "C", "C", "C", "C", "C", "C", "O", "C", "N", "C", "O", "C", "C", "C", "O", "H", "H", "H", "H", "H", "H", "H", "H", "H", "H", "H", "H", "H", "H", "H", "H", "H", "O", "C", "C", "C", "C", "O", "H", "H", "H", "H", "H", "H", "O", "C", "C", "C", "C", "O", "H", "H", "H", "H", "H", "H", "O", "C", "C", "C", "C", "O", "H", "H", "H", "H", "H", "H", "O", "C", "C", "C", "C", "O", "H", "H", "H", "H", "H", "H", "O", "C", "C", "C", "C", "O", "H", "H", "H", "H", "H", "H", "O", "C", "C", "C", "C", "O", "H", "H", "H", "H", "H", "H", "O", "C", "C", "C", "C", "O", "H", "H", "H", "H", "H", "H"],
  "coordinates": [[4.4245, 1.1521, 0.0662], [2.8080, 0.9639, -0.8962], [1.9613, -0.5651, -0.1644], [3.0506, 0.7003, -2.7609], [1.7839, 2.3625, -0.7444], [0.4353, 1.8648, -0.7971], [-0.6097, 3.0012, -1.1271], [-2.0288, 2.3417, -1.0874], [-2.9228, 2.4783, 0.0042], [-4.2087, 1.8296, 0.0034], [-4.5414, 1.0407, -1.1292], [-3.6299, 0.9150, -2.2306], [-2.3638, 1.5533, -2.2340], [-1.4412, 1.4162, -3.2868], [-1.6468, 2.3548, -4.2128], [-1.8050, 2.9383, -5.1977], [-4.0590, 0.0627, -3.4423], [-3.7926, 0.3721, -4.5777], [-4.8905, -1.1759, -3.0795], [-5.7421, -1.0679, -2.0505], [-5.8778, 0.2478, -1.2716], [-6.9265, 0.6172, -0.7913], [4.7889, 2.1980, 0.1285], [5.2082, 0.5044, -0.3784], [4.3097, 0.7861, 1.1130], [2.6181, -1.4559, -0.1378], [1.7302, -0.2747, 0.8873], [1.0097, -0.7966, -0.6804], [3.1171, -0.3793, -2.9863], [3.8956, 1.2738, -3.1927], [2.1396, 1.1188, -3.2573], [0.2950, 1.1079, -1.6034], [0.1324, 1.4620, 0.1955], [-0.4030, 3.4494, -2.1185], [-0.5209, 3.8121, -0.3771], [-2.6583, 3.0635, 0.8952], [-4.8945, 1.9406, 0.8531], [-4.7425, -2.1100, -3.6459], [-6.3199, -1.9692, -1.7827], [5.8268, -0.5584, -2.9266], [6.9225, -0.6665, -2.4487], [8.1629, -1.1804, -3.1486], [9.0979, -1.4567, -1.9781], [8.6358, -0.4462, -0.9533], [7.2237, -0.2925, -1.1843], [8.5490, -0.3980, -3.8050], [7.9444, -2.0810, -3.7176], [10.1546, -1.3640, -2.2263], [8.9288, -2.4667, -1.6044], [9.1163, 0.5279, -1.0814], [8.8023, -0.7872, 0.0581], [0.0332, 0.1383, 2.6057], [-1.0107, -0.4163, 2.7771], [-2.2933, 0.2752, 3.1611], [-3.1722, -0.8732, 3.5887], [-2.6285, -2.0131, 2.7499], [-1.2196, -1.7413, 2.5910], [-2.6958, 0.7776, 2.2793], [-2.1246, 0.9890, 3.9649], [-4.2324, -0.6907, 3.4331], [-3.0204, -1.0883, 4.6503], [-3.0759, -2.0489, 1.7646], [-2.7659, -2.9769, 3.2396], [-5.0478, -1.7065, 1.4531], [-6.1353, -2.2056, 1.5559], [-7.3950, -1.4649, 1.8753], [-8.3512, -2.5819, 2.2643], [-7.8154, -3.7440, 1.4478], [-6.3924, -3.5158, 1.3505], [-7.7237, -0.9402, 0.9754], [-7.2403, -0.7653, 2.6941], [-9.3987, -2.3641, 2.0643], [-8.2524, -2.7943, 3.3313], [-8.2302, -3.7654, 0.4369], [-8.0007, -4.7022, 1.9251], [-10.5127, -5.7321, 2.6453], [-9.8793, -6.6837, 3.0003], [-10.3875, -8.0999, 3.1458], [-9.2925, -8.7502, 3.9797], [-8.0660, -7.9513, 3.5787], [-8.5543, -6.6290, 3.2938], [-10.4683, -8.5501, 2.1549], [-11.3494, -8.1178, 3.6520], [-9.1834, -9.8202, 3.8081], [-9.5020, -8.5999, 5.0410], [-7.5877, -8.3464, 2.6792], [-7.3277, -7.9016, 4.3770], [8.2012, 3.1975, 1.1499], [7.3677, 3.7131, 1.8362], [7.0400, 5.1886, 1.8926], [6.2264, 5.2887, 3.1740], [5.5891, 3.9140, 3.2565], [6.5416, 3.0183, 2.6605], [6.4507, 5.4533, 1.0129], [7.9465, 5.7872, 1.9384], [5.4999, 6.1005, 3.1736], [6.8967, 5.4383, 4.0236], [4.6555, 3.8537, 2.6916], [5.3991, 3.6097, 4.2845], [9.6558, -2.6296, 0.7001], [9.2765, -2.5284, 1.8333], [10.1076, -2.7233, 3.0813], [9.0404, -2.8603, 4.1578], [7.9040, -2.0304, 3.5888], [8.0137, -2.1711, 2.1631], [10.7303, -1.8398, 3.2331], [10.7244, -3.6153, 3.0033], [9.3627, -2.5296, 5.1443], [8.7325, -3.9053, 4.2380], [7.9942, -0.9712, 3.8408], [6.9287, -2.3872, 3.9148], [-3.1302, 9.1371, -7.9787], [-2.4771, 8.1808, -7.6760], [-2.9752, 6.7581, -7.5433], [-1.8441, 6.0907, -6.7748], [-0.6393, 6.9035, -7.2085], [-1.1408, 8.2310, -7.4392], [-3.0985, 6.3319, -8.5406], [-3.9138, 6.7241, -6.9957], [-1.7411, 5.0265, -6.9768], [-2.0071, 6.2136, -5.7020], [-0.1998, 6.5321, -8.1379], [0.1338, 6.9352, -6.4425]],
  "smiles": "C[Si](C)(C)OCCc1ccc2c(c1OC#N)C(=O)C=CC2=O.O=C1CCCO1.O=C1CCCO1.O=C1CCCO1.O=C1CCCO1.O=C1CCCO1.O=C1CCCO1.O=C1CCCO1",
  "e_lumo_ev": -0.972,
  "homo_lumo_gap_ev": 8.2
}

2.
{
  "formula": "C44H60BIrN3O2P2Se",
  "method": "wB97M-V/def2-TZVPD",
  "symbols": ["Ir", "C", "C", "C", "P", "C", "C", "C", "C", "C", "C", "C", "C", "C", "C", "N", "C", "C", "C", "C", "C", "C", "C", "P", "C", "C", "C", "C", "C", "C", "H", "H", "H", "H", "H", "H", "H", "H", "H", "H", "H", "H", "H", "H", "H", "H", "H", "H", "H", "H", "H", "H", "H", "H", "H", "H", "H", "H", "H", "H", "H", "H", "H", "H", "H", "H", "H", "H", "H", "H", "C", "N", "C", "Se", "N", "C", "C", "C", "C", "C", "C", "H", "H", "H", "H", "H", "H", "H", "H", "C", "C", "C", "C", "C", "C", "C", "C", "O", "B", "O", "C", "C", "H", "H", "H", "H", "H", "H", "H", "H", "H", "H", "H", "H"],
  "coordinates": [[1.0746, -0.9181, -0.5856], [4.3632, 1.8569, -2.8294], [3.7073, 0.6970, -2.0903], [4.6843, 0.0972, -1.0830], [2.1018, 1.0722, -1.1833], [1.2198, 2.3067, -2.2938], [-0.2423, 1.9058, -2.4842], [1.3160, 3.7669, -1.8729], [2.6470, 1.8094, 0.3893], [3.2222, 3.0620, 0.5186], [3.4130, 3.6673, 1.7582], [4.1267, 4.9752, 1.8880], [2.8584, 3.0306, 2.8698], [2.3339, 1.7647, 2.7770], [2.3561, 1.0466, 1.5595], [2.0188, -0.2570, 1.4331], [1.9317, -1.1157, 2.4830], [2.6275, -0.9549, 3.6995], [2.3547, -1.7476, 4.7904], [1.3899, -2.7495, 4.7281], [0.9722, -3.5154, 5.9384], [0.8467, -3.0424, 3.4803], [1.1178, -2.2780, 2.3638], [0.6555, -2.8143, 0.6890], [-0.9514, -3.7769, 0.7095], [-0.9197, -5.2202, 1.2057], [-2.0150, -2.9733, 1.4508], [1.9632, -4.1466, 0.5164], [1.8943, -4.8435, -0.8363], [3.3595, -3.5760, 0.7310], [5.3008, 1.5085, -3.2619], [4.5913, 2.6779, -2.1544], [3.7469, 2.2281, -3.6444], [3.4422, -0.0767, -2.8250], [5.0559, 0.8697, -0.4120], [5.5320, -0.3492, -1.5995], [4.1994, -0.6705, -0.4788], [1.7062, 2.1853, -3.2680], [-0.8486, 2.2023, -1.6340], [-0.3468, 0.8267, -2.6274], [-0.6385, 2.4101, -3.3630], [1.0435, 3.8917, -0.8274], [0.6239, 4.3534, -2.4739], [2.3136, 4.1638, -2.0414], [3.5298, 3.6026, -0.3623], [4.1486, 5.5153, 0.9445], [5.1582, 4.8042, 2.2008], [3.6606, 5.6058, 2.6422], [2.8376, 3.5439, 3.8197], [1.8410, 1.3309, 3.6353], [3.3930, -0.1960, 3.7681], [2.8889, -1.5855, 5.7149], [1.2981, -3.0089, 6.8417], [1.3969, -4.5185, 5.9310], [-0.1112, -3.6164, 5.9688], [0.1917, -3.8931, 3.3862], [-1.2239, -3.7996, -0.3564], [-0.7119, -5.2829, 2.2691], [-0.1954, -5.8293, 0.6750], [-1.9017, -5.6589, 1.0405], [-1.8100, -2.9495, 2.5182], [-2.9921, -3.4283, 1.3034], [-2.0496, -1.9507, 1.0854], [1.7526, -4.8609, 1.3224], [2.2818, -4.1847, -1.6141], [0.8784, -5.1229, -1.1093], [2.5070, -5.7436, -0.8241], [3.5892, -2.8431, -0.0415], [4.0968, -4.3738, 0.6661], [3.4577, -3.1027, 1.7051], [0.3919, -0.1223, -5.5844], [-0.5766, -0.9942, -4.9916], [-0.6527, -1.2670, -3.6540], [1.2482, -2.0263, -2.8744], [-1.7097, -2.1264, -3.5074], [-2.3405, -2.3355, -4.7087], [-3.4575, -3.0700, -5.0711], [-3.8096, -3.0597, -6.4119], [-3.0733, -2.3498, -7.3567], [-1.9628, -1.6035, -7.0005], [-1.6053, -1.6039, -5.6627], [1.2463, -0.0402, -4.9125], [-0.0255, 0.8739, -5.7485], [0.7251, -0.5304, -6.5391], [-2.0257, -2.4684, -2.6168], [-4.0283, -3.6311, -4.3464], [-4.6725, -3.6232, -6.7339], [-3.3686, -2.3900, -8.3934], [-1.3993, -1.0521, -7.7343], [-5.5986, 2.4713, 3.6478], [-5.1458, 3.3050, 2.4426], [-5.2121, 4.7862, 2.8265], [-6.1100, 3.0778, 1.2683], [-3.7433, 2.8744, 2.0374], [-2.6575, 3.7448, 2.1220], [-1.3819, 3.4069, 1.6968], [-1.2182, 2.1475, 1.1670], [-0.1188, 1.5583, 0.6231], [-0.4893, 0.2745, 0.2478], [-1.8264, 0.0791, 0.5507], [-2.2813, 1.2445, 1.1120], [-3.5436, 1.5808, 1.5479], [-6.6140, 2.7428, 3.9254], [-4.9462, 2.6558, 4.4983], [-5.5769, 1.4088, 3.4215], [-6.2437, 5.0606, 3.0329], [-4.8551, 5.4185, 2.0168], [-4.6294, 4.9850, 3.7226], [-7.0962, 3.4543, 1.5298], [-6.2077, 2.0238, 1.0244], [-5.7640, 3.6069, 0.3829], [-2.7961, 4.7368, 2.5162], [-0.5633, 4.1067, 1.7622], [-4.3459, 0.8654, 1.4851]],
  "e_lumo_ev": [-1.691, -4.494],
  "s2": 6.070,
  "multiplicity": 5,
  "total_charge": 1,
  "homo_lumo_gap_ev": [6.5, 5.6]
}

3.
{
  "formula": "C44H62BBrCaCl4F8N6O22PS4",
  "method": "wB97M-V/def2-TZVPD",
  "symbols": ["C", "O", "C", "C", "C", "C", "C", "C", "B", "O", "O", "C", "C", "S", "O", "O", "F", "C", "O", "C", "C", "N", "C", "C", "C", "C", "O", "C", "N", "C", "C", "C", "C", "C", "O", "H", "H", "H", "H", "H", "H", "H", "H", "H", "H", "H", "H", "H", "H", "H", "H", "H", "H", "H", "H", "O", "S", "O", "O", "C", "C", "C", "H", "H", "H", "H", "H", "H", "H", "H", "Ca", "C", "C", "C", "O", "C", "C", "C", "O", "O", "O", "H", "H", "H", "H", "C", "Cl", "Cl", "Cl", "Cl", "O", "H", "H", "F", "O", "P", "N", "C", "C", "N", "C", "C", "N", "C", "C", "H", "H", "H", "H", "H", "H", "H", "H", "H", "H", "H", "H", "H", "H", "H", "H", "H", "H", "Br", "C", "F", "F", "F", "S", "O", "O", "N", "S", "O", "O", "C", "F", "F", "F", "C", "C", "O", "C", "C", "H", "H", "H", "H", "H", "H", "H", "H", "H", "H"],
  "coordinates": [[3.3751, 6.8777, 0.3852], [3.4168, 6.8899, -1.0208], [3.0614, 5.6740, -1.6568], [2.0273, 4.8184, -0.9225], [2.4895, 3.6883, -0.2447], [1.5881, 2.8369, 0.4611], [0.2259, 3.1519, 0.4273], [-0.2460, 4.2431, -0.2615], [-1.8491, 4.4123, -0.2173], [-2.5439, 4.4259, 0.9557], [-2.4471, 4.5670, -1.4345], [-3.7356, 3.9491, -1.5365], [0.6480, 5.1145, -0.9387], [-0.0177, 6.5134, -1.7750], [-0.9959, 7.1754, -0.9864], [0.9795, 7.3935, -2.2890], [-0.7331, 5.8639, -3.0227], [2.1205, 1.6781, 1.1816], [1.6422, 1.2984, 2.3366], [3.2725, 0.9981, 0.5070], [3.4708, -0.3976, 0.5683], [2.5615, -1.1957, 1.3377], [2.8924, -1.2845, 2.5747], [1.8730, -1.4294, 3.6803], [4.3202, -1.2137, 3.0859], [4.5387, -0.9418, -0.1334], [4.8269, -2.3084, -0.1193], [3.8060, -3.0337, -0.4991], [2.8734, -3.7050, -0.5193], [5.3965, -0.1190, -0.8654], [5.2383, 1.2516, -0.9302], [6.2212, 2.0797, -1.7266], [4.1755, 1.8137, -0.2262], [3.9175, 3.2860, -0.1995], [4.8650, 4.0496, -0.1021], [2.3602, 7.0383, 0.7764], [3.9833, 7.7122, 0.7442], [3.7896, 5.9678, 0.8351], [3.9414, 5.0830, -1.9192], [2.6147, 5.9595, -2.6106], [-0.4755, 2.5044, 0.9438], [-2.7546, 3.5516, 1.3026], [-3.7202, 2.8886, -1.2721], [-4.4565, 4.5294, -0.9566], [-4.0337, 4.0229, -2.5858], [0.8789, -1.6430, 3.2916], [2.1859, -2.1716, 4.4186], [1.9147, -0.4701, 4.2088], [4.3785, -1.4396, 4.1519], [4.9584, -1.9099, 2.5398], [4.7596, -0.2081, 2.9705], [6.2032, -0.6012, -1.4050], [6.8210, 2.7252, -1.0860], [6.8890, 1.4019, -2.2617], [5.6802, 2.6741, -2.4664], [-5.1963, 1.8952, -8.2493], [-4.1386, 1.4652, -7.3842], [-4.2876, 1.5221, -5.9643], [-2.7985, 2.2138, -7.8024], [-2.8075, 3.6568, -7.8296], [-2.7982, 4.2665, -6.4485], [-3.6361, -0.1591, -7.8343], [-3.6618, 4.0148, -8.4121], [-1.9049, 3.9511, -8.3633], [-3.7092, 4.0386, -5.8919], [-2.7013, 5.3474, -6.5049], [-1.8992, 3.8261, -5.8172], [-3.4939, -0.2015, -8.9106], [-4.4314, -0.8359, -7.5298], [-2.7169, -0.3992, -7.3065], [3.2623, 2.5653, 2.9187], [-8.8163, 1.0515, -13.5030], [-8.4352, 0.1090, -12.6310], [-7.7227, 0.4543, -11.3517], [-7.4234, -0.4540, -10.5999], [-7.4265, 1.8529, -11.0856], [-7.8050, 2.7937, -11.9595], [-8.5391, 2.4485, -13.2234], [-8.8702, 3.3563, -13.9674], [-7.5588, 4.0886, -11.7696], [-8.6588, -1.1857, -12.8321], [-9.3313, 0.8169, -14.4243], [-6.8980, 2.0876, -10.1698], [-7.9366, 4.5492, -12.5418], [-8.2867, -1.6428, -12.0529], [8.4519, -0.2072, 2.0868], [6.9540, -0.3917, 1.1449], [9.5007, 0.9893, 1.3057], [8.0374, 0.3497, 3.7185], [9.2379, -1.7614, 2.1956], [-11.0133, 3.4126, -16.1339], [-10.2270, 3.7237, -15.6672], [-10.8820, 3.6992, -17.0425], [-3.3994, 6.6014, 1.5484], [0.0637, -2.3652, 6.5488], [-0.5736, -3.6758, 6.9782], [-2.1411, -3.2609, 6.3669], [-3.2994, -2.7427, 7.0483], [-2.2815, -3.2413, 4.9253], [-0.3799, -3.4416, 8.6749], [-1.4473, -3.3316, 9.6410], [0.7274, -2.5828, 9.0881], [-1.1022, -5.2825, 7.2057], [-2.4354, -5.8217, 7.0395], [-0.2128, -6.1784, 7.9480], [-4.1783, -3.3799, 6.8620], [-3.5466, -1.7287, 6.7091], [-3.1889, -2.6935, 8.1251], [-2.2738, -4.2613, 4.5106], [-1.4676, -2.6842, 4.4533], [-3.2135, -2.7730, 4.6095], [-1.8891, -2.3271, 9.6520], [-1.0672, -3.5312, 10.6479], [-2.2317, -4.0727, 9.4779], [0.4792, -1.5189, 8.9949], [1.6155, -2.7900, 8.4968], [0.9942, -2.7961, 10.1270], [-3.0961, -5.5270, 7.8604], [-2.4017, -6.9136, 7.0181], [-2.8904, -5.5321, 6.0953], [-0.4640, -6.1922, 9.0128], [0.8260, -5.8697, 7.8450], [-0.2730, -7.2000, 7.5657], [-0.4632, 4.4005, -4.9740], [9.3301, -4.7404, 4.2935], [9.9084, -4.1741, 3.2197], [9.3650, -6.0647, 4.1222], [10.0933, -4.4700, 5.3581], [7.6086, -4.1064, 4.4961], [6.9374, -4.4996, 3.2872], [7.7653, -2.6879, 4.6878], [7.2442, -4.9334, 5.7891], [5.7931, -4.7157, 6.3919], [4.7070, -5.2370, 5.6100], [5.5627, -3.4392, 7.0124], [5.9674, -5.8914, 7.7938], [6.9727, -5.5434, 8.6074], [6.2192, -7.1345, 7.3661], [4.8484, -5.9306, 8.5235], [-3.7835, -1.0150, 0.9363], [-2.4134, -0.9596, 1.5913], [-1.8136, -2.2257, 1.7755], [-1.5727, -2.9903, 0.6103], [-0.6423, -2.3207, -0.3742], [-4.4551, -1.6555, 1.5104], [-4.2165, -0.0151, 0.8803], [-3.7334, -1.4140, -0.0777], [-2.5133, -0.5288, 2.5893], [-1.7417, -0.2962, 1.0324], [-2.5204, -3.2699, 0.1341], [-1.1138, -3.9188, 0.9522], [-1.0590, -1.3944, -0.7766], [-0.4406, -2.9857, -1.2148], [0.3036, -2.0733, 0.1105]],
  "e_lumo_ev": -3.057,
  "total_charge": -1,
  "homo_lumo_gap_ev": 2.0
}

Calculated max |F|, 3.261, 1.766, 7.344 eV/Å (same order as the records).
Calculated molecular weight, 918.03, 1006.92, 1610.83 g/mol (same order as the records).